Formula: C5H15N2
Source: the Open Molecules 2025 dataset
Level of theory: ωB97M-V/def2-TZVPD

Results
Kohn-Sham gap, eV: 6.18
Relative energy (zero: lowest compared OMol25 entry of this formula, charge and spin), kJ/mol: 424.4
Net charge: +1

Each line ends with the Löwdin charge.
CARTESIAN COORDINATES (ANGSTROEM)
C  0.08133  -1.53802  -0.00275  -0.263
C  0.13738  -0.40019  -1.00609  0.141
C  -0.97998  0.53976  -1.05914  -0.151
C  -0.49563  1.99111  -0.60570  -0.168
C  0.89188  2.35925  -1.23564  -0.055
N  0.65329  -1.01000  3.29867  0.016
N  -0.60321  -2.72137  -0.48190  0.104
H  0.89630  -1.78677  0.66016  0.119
H  -0.62733  -1.06956  0.69137  0.101
H  1.24229  -0.22623  3.07216  0.008
H  0.66526  -0.63372  -1.92334  0.137
H  -1.64654  0.24333  -0.23790  0.126
H  -1.50129  0.58619  -2.01707  0.148
H  -1.30687  2.72444  -0.71235  0.125
H  -0.27391  1.81685  0.45525  0.109
H  1.31050  3.09451  -0.53738  0.097
H  1.25926  1.36556  -1.50888  0.051
H  1.18097  -1.72892  3.78285  0.023
H  0.81625  2.79787  -2.24793  0.094
H  -0.13447  -0.77076  3.89885  0.025
H  -1.46378  -2.50836  -0.98857  0.101
H  -0.10170  -3.12497  -1.29467  0.113

Cartesian forces (eV/Å) of the 2 atoms listed first:
C -1.37 2.19 2.51
C -1.70 -2.53 -1.47


Formula: C5H15N2
Source: the Open Molecules 2025 dataset
Level of theory: ωB97M-V/def2-TZVPD

Results
Kohn-Sham gap, eV: 6.20
Relative energy (zero: lowest compared OMol25 entry of this formula, charge and spin), kJ/mol: 481.6
Net charge: +1

Each line ends with the Löwdin charge.
CARTESIAN COORDINATES (ANGSTROEM)
N  1.07882  2.09593  0.85254  0.062
C  0.28894  -0.51351  -0.37870  0.123
C  -0.90912  -1.18876  0.09542  -0.154
C  -2.18390  -0.21064  0.02166  -0.225
C  -2.68054  0.19156  -1.32437  -0.092
C  1.55804  -0.83692  0.45831  -0.209
N  2.83037  -0.06172  0.18483  0.003
H  0.52995  1.29191  0.57676  -0.036
H  0.85978  2.03912  1.85403  0.070
H  0.56524  2.86603  0.42604  0.061
H  0.56701  -0.55189  -1.46228  0.167
H  -1.15937  -2.17385  -0.34006  0.172
H  -0.82342  -1.23008  1.22017  0.140
H  -2.97510  -0.65628  0.66461  0.141
H  -1.71205  0.59744  0.59386  0.092
H  -3.56973  0.79085  -1.12908  0.094
H  -1.98304  0.50849  -2.09659  0.085
H  -3.15119  -0.74747  -1.66899  0.095
H  1.81572  -1.87826  0.21300  0.164
H  1.40232  -0.62900  1.53904  0.135
H  2.58343  0.93418  0.28521  0.032
H  3.11876  -0.13196  -0.79471  0.077

Cartesian forces (eV/Å) of the 2 atoms listed first:
N -0.70 -0.10 0.43
C 2.22 -5.85 -0.48